Entry 1:
# C5H11NO2S

One molecule with the formula C5H11NO2S in a non-equilibrium geometry (ωB97M-V/def2-TZVPD, the OMol25 dataset).

Kohn-Sham gap = 10.1 eV
relative energy (zero: lowest compared OMol25 entry of this formula, charge and spin) = 305.3 kJ/mol
largest force on an atom = 6.372 eV/Å
LUMO = 0.65 eV

CARTESIAN COORDINATES (ANGSTROEM)
1 C 0.691 0.333 -1.740
2 C -0.361 0.570 -0.941
3 C -1.728 0.948 -1.441
4 C 0.588 1.331 1.243
5 C 1.048 -2.094 0.659
6 N -0.223 0.525 0.430
7 O -1.574 -1.697 0.535
8 O -0.573 -0.783 2.547
9 S -0.431 -1.055 1.130
10 H 1.603 0.047 -1.345
11 H 0.582 0.332 -2.796
12 H -2.537 0.425 -0.844
13 H -1.751 0.945 -2.442
14 H -1.984 1.999 -0.984
15 H 0.279 1.367 2.295
16 H 1.604 1.009 1.330
17 H 0.519 2.322 0.722
18 H 1.124 -3.050 1.172
19 H 1.104 -1.959 -0.425
20 H 2.019 -1.515 0.896


Entry 2:
# C21H50N4P

A 3-piece molecular cluster, C21H50N4P overall in a non-equilibrium geometry (ωB97M-V/def2-TZVPD, the OMol25 dataset).

Kohn-Sham gap = 4.8 eV
relative energy (zero: lowest compared OMol25 entry of this formula, charge and spin) = 556.7 kJ/mol
charge = +1
largest force on an atom = 6.009 eV/Å
LUMO = -4.72 eV

CARTESIAN COORDINATES (ANGSTROEM)
1 C -1.309 2.386 -3.177
2 C 0.270 2.651 -3.657
3 C 1.261 1.405 -3.234
4 C 2.310 1.799 -1.993
5 C 3.641 0.859 -2.218
6 N 1.598 1.590 -0.675
7 C 0.510 2.377 -0.277
8 C -0.165 1.963 1.169
9 C 0.360 0.411 1.221
10 P -0.486 -0.895 0.057
11 N 0.576 -2.157 0.011
12 C 1.810 0.604 0.458
13 H -1.606 3.327 -2.508
14 H -1.414 1.453 -2.464
15 H -2.031 2.338 -4.100
16 H 0.216 2.663 -4.848
17 H 0.656 3.701 -3.287
18 H 0.688 0.445 -2.848
19 H 1.872 1.129 -4.222
20 H 2.665 2.915 -2.085
21 H 3.775 0.000 -1.433
22 H 3.673 0.328 -3.287
23 H 4.650 1.496 -2.176
24 H 0.078 3.275 -0.899
25 H 0.002 2.661 2.098
26 H -1.325 2.056 0.919
27 H 0.341 0.072 2.347
28 H -0.658 -0.425 -1.294
29 H -1.703 -1.400 0.640
30 H 0.111 -3.006 0.407
31 H 2.398 1.273 1.246
32 H 2.504 -0.327 0.307
33 C 4.604 -8.176 0.438
34 C 4.289 -6.734 0.050
35 N 3.702 -6.593 -1.285
36 C 3.669 -5.205 -1.761
37 C 2.797 -4.218 -0.995
38 C 2.488 -7.369 -1.545
39 C 1.290 -7.136 -0.632
40 H 5.248 -8.655 -0.306
41 H 5.129 -8.194 1.398
42 H 3.695 -8.775 0.553
43 H 5.239 -6.185 0.076
44 H 3.652 -6.290 0.821
45 H 3.373 -5.191 -2.819
46 H 4.698 -4.822 -1.756
47 H 1.737 -4.368 -1.205
48 H 3.040 -3.195 -1.309
49 H 2.955 -4.270 0.084
50 H 2.746 -8.434 -1.501
51 H 2.171 -7.217 -2.586
52 H 1.567 -7.096 0.425
53 H 0.576 -7.960 -0.746
54 H 0.757 -6.219 -0.888
55 C -1.904 5.280 1.951
56 C -3.366 5.704 2.059
57 N -4.319 4.643 1.719
58 C -5.692 5.129 1.547
59 C -6.390 5.715 2.769
60 C -4.190 3.391 2.468
61 C -4.303 3.462 3.987
62 H -1.680 4.881 0.957
63 H -1.255 6.145 2.119
64 H -1.642 4.526 2.699
65 H -3.506 6.539 1.360
66 H -3.547 6.103 3.062
67 H -6.315 4.322 1.137
68 H -5.683 5.897 0.762
69 H -6.700 4.937 3.468
70 H -7.302 6.237 2.453
71 H -5.770 6.441 3.297
72 H -3.221 2.941 2.220
73 H -4.923 2.664 2.095
74 H -3.731 4.289 4.415
75 H -3.909 2.538 4.427
76 H -5.340 3.549 4.313


Entry 3:
# C16H36ClF6N2O4PZn

C16H36ClF6N2O4PZn as an isolated structure in a non-equilibrium geometry (ωB97M-V/def2-TZVPD, the OMol25 dataset).

Kohn-Sham gap = 6.1 eV
relative energy (zero: lowest compared OMol25 entry of this formula, charge and spin) = 528.1 kJ/mol
charge = +2
largest force on an atom = 7.545 eV/Å
LUMO = -9.99 eV

CARTESIAN COORDINATES (ANGSTROEM)
1 Zn 4.572 2.448 2.915
2 Cl 2.256 0.487 1.211
3 O 2.510 -0.664 2.015
4 O 2.646 1.615 1.993
5 O 3.004 0.603 0.033
6 O 0.835 0.472 0.838
7 C 0.445 4.153 0.342
8 C -0.448 4.213 -0.831
9 C -1.057 2.813 -1.294
10 N -0.352 2.343 -2.641
11 C 1.192 2.040 -2.580
12 C -0.587 3.388 -3.878
13 C -1.755 2.954 -4.748
14 C -2.265 1.677 -4.037
15 C -1.014 1.075 -3.232
16 H 0.759 5.144 0.671
17 H 1.319 3.503 0.361
18 H -0.084 3.853 1.247
19 H 0.142 4.732 -1.586
20 H -1.357 4.664 -0.434
21 H -2.126 2.929 -1.473
22 H -1.038 2.054 -0.512
23 H 1.708 2.992 -2.457
24 H 1.623 1.714 -3.526
25 H 1.344 1.374 -1.731
26 H 0.284 3.542 -4.514
27 H -0.689 4.394 -3.471
28 H -1.278 2.613 -5.666
29 H -2.523 3.712 -4.903
30 H -2.537 0.889 -4.739
31 H -3.214 1.816 -3.518
32 H -0.410 0.536 -3.961
33 H -1.206 0.413 -2.388
34 C 1.579 -5.669 1.781
35 C 0.145 -5.241 1.694
36 C 0.017 -3.826 1.187
37 N -1.415 -3.483 0.729
38 C -2.180 -3.384 2.079
39 C -1.663 -2.025 -0.012
40 C -2.180 -2.330 -1.450
41 C -2.805 -3.725 -1.317
42 C -1.925 -4.520 -0.305
43 H 2.079 -5.877 0.835
44 H 1.643 -6.685 2.172
45 H 2.192 -4.926 2.292
46 H -0.289 -5.470 2.667
47 H -0.240 -5.987 0.998
48 H 0.599 -3.624 0.288
49 H 0.246 -3.004 1.866
50 H -1.765 -2.604 2.717
51 H -2.198 -4.374 2.533
52 H -3.207 -3.097 1.855
53 H -2.188 -1.321 0.634
54 H -0.720 -1.480 -0.038
55 H -2.954 -1.600 -1.690
56 H -1.409 -2.308 -2.219
57 H -3.805 -3.741 -0.885
58 H -2.915 -4.233 -2.275
59 H -2.333 -5.416 0.162
60 H -1.009 -4.906 -0.753
61 P 3.976 3.456 5.905
62 F 3.440 2.980 4.444
63 F 5.018 2.295 5.713
64 F 5.012 4.553 5.209
65 F 4.617 3.924 7.360
66 F 2.980 4.731 5.795
67 F 2.956 2.424 6.525


What is the largest force on an atom in the first record?
6.372 eV/Å


The highest Kohn-Sham gap belongs to which entry?
C5H11NO2S